Version w
Entry from the OMol25 dataset: a gas-phase ion, C4H7ClN3 (charge +1) (ωB97M-V with the def2-TZVPD basis set).

Each atom is followed by the atoms it is bonded to, with distances in Å.
Cartesian coordinates (Å):
1 N 1.33 -1.61 -0.15  C2 1.405, H9 0.969, H10 0.976
2 C 1.01 -0.25 -0.03  N1 1.405, Cl3 1.905, C4 1.764, N8 1.395
3 Cl 2.63 0.76 0.06  C2 1.905
4 C -0.07 0.12 -1.38  C2 1.764, C5 1.340, H11 1.184
5 C -1.31 0.54 -1.10  C4 1.340, N6 1.391, H12 1.115
6 N -1.64 0.84 0.22  C5 1.391, C7 1.360, H13 1.015
7 C -0.82 0.60 1.27  N6 1.360, N8 1.344, H14 1.122
8 N 0.45 0.17 1.18  C2 1.395, C7 1.344, H15 0.987
9 H 1.39 -2.11 -0.97  N1 0.969
10 H 1.67 -2.07 0.64  N1 0.976
11 H 0.38 0.06 -2.47  C4 1.184
12 H -2.13 0.67 -1.85  C5 1.115
13 H -2.59 1.16 0.40  N6 1.015
14 H -1.31 1.04 2.18  C7 1.122
15 H 1.01 0.08 1.99  N8 0.987

Structure (SMILES): N[C@@]1(Cl)C=CNC=[NH+]1
Orbital gap in eV: 9.01
LUMO energy in eV: -4.62
Net charge: +1


Version x
Entry from the OMol25 dataset: 2 unconnected molecules or ions with the total composition C4H7ClN3 (ωB97M-V with the def2-TZVPD basis set).

Each atom is followed by the atoms it is bonded to, with distances in Å.
Cartesian coordinates (Å):
1 C -1.04 1.07 0.76  N6 1.314, N7 1.317, H9 1.036
2 C 2.64 -0.34 0.35  N5 1.221, Cl8 1.620
3 C -0.44 -0.47 -0.79  C4 1.509, N6 1.423, H10 1.167, H11 1.053
4 C 0.48 0.73 -0.81  C3 1.509, N7 1.361, H12 1.186
5 N 2.18 -1.24 1.04  C2 1.221, H13 1.058
6 N -1.34 -0.10 0.25  C1 1.314, C3 1.423, H14 0.976
7 N 0.04 1.56 0.18  C1 1.317, C4 1.361, H15 1.081
8 Cl 3.95 0.39 -0.25  C2 1.620
9 H -1.47 1.56 1.57  C1 1.036
10 H -1.02 -0.41 -1.80  C3 1.167
11 H -0.03 -1.44 -0.72  C3 1.053
12 H 1.40 0.97 -1.51  C4 1.186
13 H 2.70 -1.61 1.88  N5 1.058
14 H -2.14 -0.59 0.51  N6 0.976
15 H 0.52 2.49 0.40  N7 1.081

Orbital gap (spin up / spin down) in eV: 7.11 / 7.86
LUMO energy (spin up / spin down) in eV: -4.19 / -3.67
Net charge: +1


Unit: kcal/mol. Relative energies: version w 0.0; version x 60.1.